(1)
DFT (ωB97M-V/def2-TZVPD) results for the molecule C8H6F3IO2S at a distorted geometry.

- orbital gap (eV) = 8.6
- E (Ha) = -1454.2869
- relative energy (zero: lowest compared OMol25 entry of this formula, charge and spin) (eV) = 0.000
- LUMO level (Ha) = -0.0061
- multiplicity = 1

Geometry as XYZ:
```
21
C8H6F3IO2S (ωB97M-V/def2-TZVPD)
C -1.579 0.081 -0.973
C -0.463 0.377 -1.738
C -1.455 -0.131 0.391
C 0.785 0.480 -1.143
C -0.219 0.006 1.001
C 0.880 0.328 0.227
C 3.690 -0.499 1.519
C 2.340 3.054 -0.307
O 2.006 1.315 2.364
O 2.974 1.933 0.048
F 3.022 4.136 0.055
F 1.119 3.172 0.236
F 2.169 3.126 -1.627
S 2.413 0.680 1.159
I 3.955 -1.413 -0.393
H -2.552 0.020 -1.437
H -0.559 0.544 -2.799
H -2.319 -0.383 0.985
H 1.651 0.699 -1.746
H -0.104 -0.104 2.068
H 3.084 -1.192 2.111
```

=====

(2)
DFT (ωB97M-V/def2-TZVPD) results for the molecule C8H6INO.

- orbital gap (eV) = 6.5
- E (Ha) = -735.9902
- relative energy (zero: lowest compared OMol25 entry of this formula, charge and spin) (eV) = 2.584
- LUMO level (Ha) = -0.0167
- multiplicity = 1

Geometry as XYZ:
```
17
C8H6INO (ωB97M-V/def2-TZVPD)
C -1.920 2.042 0.095
C -2.581 0.826 -0.011
C -0.536 2.051 0.115
C -1.883 -0.357 -0.054
C 0.140 0.854 0.074
C -0.471 -0.410 0.008
C 1.323 -1.989 0.072
C 2.510 -1.376 -0.241
N 0.059 -1.653 0.035
O 3.721 -1.759 0.187
I 2.301 0.959 -0.048
H -2.466 2.970 0.155
H -3.661 0.808 -0.063
H 0.002 2.986 0.167
H -2.393 -1.304 -0.150
H 1.454 -3.074 0.143
H 4.401 -1.573 -0.484
```

=====

(3)
DFT (ωB97M-V/def2-TZVPD) results for the molecule C8H6N2O at a distorted geometry.

- orbital gap (spin up / spin down) (eV) = 8.1 / 7.5
- E (Ha) = -492.8747
- relative energy (zero: lowest compared OMol25 entry of this formula, charge and spin) (eV) = 9.502
- LUMO level (spin up / spin down) (Ha) = -0.0327 / -0.0516
- multiplicity = 1

Geometry as XYZ:
```
17
C8H6N2O (ωB97M-V/def2-TZVPD)
C -2.118 0.115 0.571
C -1.815 0.526 -0.708
C -1.315 -1.066 0.743
C -0.871 -0.489 -1.185
C -0.037 -1.055 -0.008
C 1.809 0.946 0.073
C 2.341 -0.319 0.094
C 1.249 2.033 -0.286
N -1.219 -1.774 -0.586
N 1.289 -1.321 0.049
O 3.485 -0.693 0.182
H -2.885 0.331 1.292
H -2.284 1.350 -1.289
H -1.325 -1.677 1.538
H 0.671 2.596 0.388
H 1.356 2.622 -1.306
H 1.668 -2.125 0.438
```

=====

(4)
DFT (ωB97M-V/def2-TZVPD) results for a structure of composition C8H6N2S at a distorted geometry.

- orbital gap (eV) = 8.6
- E (Ha) = -816.0250
- relative energy (zero: lowest compared OMol25 entry of this formula, charge and spin) (eV) = 3.437
- LUMO level (Ha) = -0.0093
- multiplicity = 1

Geometry as XYZ:
```
17
C8H6N2S (ωB97M-V/def2-TZVPD)
C 1.514 1.226 0.542
C 0.812 0.173 0.014
C -0.599 0.069 0.007
C -1.468 1.203 -0.441
C -2.794 1.142 -0.422
C -3.433 -0.034 0.021
C -2.763 -1.178 0.408
C -1.369 -1.158 0.374
H 1.090 1.923 0.965
H -0.948 2.252 -0.536
H -3.422 1.955 -0.575
H -4.456 0.037 0.027
H -3.393 -2.276 0.900
H -0.710 -2.019 0.582
N 2.867 1.041 0.489
N 3.178 -0.150 -0.078
S 1.883 -1.048 -0.454
```

=====

(5)
DFT (ωB97M-V/def2-TZVPD) results for the ion C8H6NO5 with charge -1 at a distorted geometry.

- orbital gap (eV) = 6.2
- E (Ha) = -739.3098
- relative energy (zero: lowest compared OMol25 entry of this formula, charge and spin) (eV) = 4.685
- structure (SMILES) = CC(C)=NC1=C(C(=O)[O-])C(=O)OC1=O
- charge = -1
- LUMO level (Ha) = 0.0729
- multiplicity = 1

Geometry as XYZ:
```
20
C8H6NO5 (ωB97M-V/def2-TZVPD)
C 1.867 -1.069 0.679
C 1.426 -0.016 -0.437
C 2.351 1.297 -0.643
N 0.348 -0.142 -1.233
C -0.778 0.267 -0.393
C -1.957 -0.475 -0.079
C -2.065 -1.930 -0.728
O -1.925 -3.031 -0.094
O -2.283 -1.979 -2.107
C -2.930 0.354 0.862
O -3.954 -0.097 1.411
O -2.370 1.688 0.992
C -1.066 1.618 0.400
O -0.335 2.640 0.557
H 0.993 -1.596 1.188
H 2.606 -1.836 0.255
H 2.432 -0.480 1.499
H 2.746 1.691 0.363
H 1.699 2.114 -1.136
H 3.194 0.981 -1.356
```

=====

(6)
DFT (ωB97M-V/def2-TZVPD) results for a structure of composition C8H6O10PtS at a distorted geometry.

- expectation value of S² = 6.024
- orbital gap (spin up / spin down) (eV) = 8.1 / 5.7
- E (Ha) = -1578.1631
- LUMO level (spin up / spin down) (Ha) = -0.0364 / -0.1424
- multiplicity = 5

Geometry as XYZ:
```
26
C8H6O10PtS (ωB97M-V/def2-TZVPD)
Pt -0.485 -0.545 -0.004
O 5.965 -0.312 0.878
C 4.775 -0.218 0.703
C 3.646 0.425 1.557
O 3.684 1.139 2.496
C 2.314 -0.042 0.887
C 2.593 -0.722 -0.381
O 1.607 -1.175 -1.021
C 4.037 -0.830 -0.555
O 4.550 -1.441 -1.440
O 1.178 0.133 1.322
C -3.680 -1.388 2.210
C -2.396 -0.929 1.561
O -2.390 0.031 0.737
O -1.262 -1.546 1.750
H -3.975 -2.228 1.684
H -4.437 -0.620 2.115
H -3.524 -1.679 3.287
C -2.308 1.922 -2.291
S -0.718 1.105 -2.236
O 0.144 1.576 -3.295
O -0.181 1.512 -0.913
O -1.082 -0.396 -2.127
H -2.220 2.988 -2.076
H -3.074 1.458 -1.581
H -2.761 1.780 -3.266
```

=====

(7)
DFT (ωB97M-V/def2-TZVPD) results for the molecule C8H7Br2NS at a distorted geometry.

- orbital gap (eV) = 9.0
- E (Ha) = -5909.9593
- relative energy (zero: lowest compared OMol25 entry of this formula, charge and spin) (eV) = 0.000
- structure (SMILES) = N#C[C@](Br)(CBr)Cc1cccs1
- LUMO level (Ha) = -0.0112
- multiplicity = 1

Geometry as XYZ:
```
19
C8H7Br2NS (ωB97M-V/def2-TZVPD)
C 2.904 1.291 -1.820
C -1.832 -0.653 0.029
C -0.870 0.227 0.504
C -1.864 -0.609 -1.369
C -0.177 0.934 -0.429
C 1.031 1.808 -0.248
C 2.136 -0.486 -0.507
C 2.392 0.996 -0.555
N 3.387 1.522 -2.807
S -0.873 0.653 -1.996
Br 3.701 -1.701 -0.474
Br 3.888 1.512 0.734
H -2.306 -1.472 0.529
H -0.716 0.440 1.565
H -2.557 -1.071 -2.046
H 0.990 2.580 -0.961
H 0.963 2.111 0.801
H 1.724 -1.016 -1.350
H 1.447 -0.754 0.394
```

=====

(8)
DFT (ωB97M-V/def2-TZVPD) results for the molecule C8H7BrN2O4 at a distorted geometry.

- expectation value of S² = 2.030
- orbital gap (spin up / spin down) (eV) = 5.5 / 5.7
- E (Ha) = -3293.2760
- relative energy (zero: lowest compared OMol25 entry of this formula, charge and spin) (eV) = 0.000
- LUMO level (spin up / spin down) (Ha) = -0.0266 / -0.1568
- multiplicity = 3

Geometry as XYZ:
```
22
C8H7BrN2O4 (ωB97M-V/def2-TZVPD)
C -0.099 -1.110 2.077
C 0.332 -1.294 0.829
C -0.887 -0.040 2.516
C -0.641 0.799 0.319
C 0.051 -0.332 -0.072
C -1.001 1.074 1.659
C 1.672 0.392 -1.864
C 0.450 -0.480 -1.542
N -1.756 2.253 2.140
N 0.802 -1.767 -1.962
O 2.090 0.545 -3.116
O -2.096 2.260 3.328
O 2.300 0.884 -0.995
O -1.949 3.212 1.407
Br -1.163 0.412 -2.676
H 0.156 -1.919 2.859
H 0.892 -2.226 0.453
H -1.134 0.115 3.539
H -0.833 1.539 -0.369
H 0.292 -2.627 -1.796
H 1.511 0.261 -3.778
H 1.010 -1.950 -2.955
```

=====

(9)
DFT (ωB97M-V/def2-TZVPD) results for a structure of composition C8H7ClCuF5GaO3PS at a distorted geometry.

- expectation value of S² = 0.765
- orbital gap (spin up / spin down) (eV) = 8.0 / 6.6
- E (Ha) = -5798.9398
- charge = +1
- LUMO level (spin up / spin down) (Ha) = -0.1783 / -0.2452
- multiplicity = 2

Geometry as XYZ:
```
28
C8H7ClCuF5GaO3PS (ωB97M-V/def2-TZVPD)
O 3.903 0.753 0.275
P 2.867 -0.465 0.717
O 2.015 0.136 1.908
S 4.003 -1.974 1.295
Ga 1.514 -1.214 -1.101
O 0.401 -2.457 -0.476
Cl 2.752 -1.987 -2.641
C 0.369 0.489 -1.956
F 1.286 1.427 -2.127
F -0.044 0.053 -3.123
C -0.625 0.713 -0.918
C -0.498 1.801 -0.064
C -1.443 2.005 0.891
C -2.500 1.110 1.025
C -2.616 0.020 0.177
C -3.752 -0.933 0.374
F -3.558 -1.678 1.474
F -4.911 -0.282 0.545
F -3.896 -1.758 -0.668
C -1.687 -0.193 -0.789
H 4.526 0.317 -0.329
H 2.202 1.051 2.151
H 0.160 -2.325 0.443
H 0.313 2.492 -0.189
H -1.392 2.859 1.538
H -3.240 1.262 1.790
H -1.759 -1.039 -1.445
Cu 5.612 -0.181 1.223
```

=====

(10)
DFT (ωB97M-V/def2-TZVPD) results for a structure of composition C8H7F5N2OS2SbSe4Tc at a distorted geometry.

- orbital gap (spin up / spin down) (eV) = 4.4 / 4.5
- E (Ha) = -11715.6126
- relative energy (zero: lowest compared OMol25 entry of this formula, charge and spin) (eV) = 3.021
- charge = +2
- LUMO level (spin up / spin down) (Ha) = -0.3697 / -0.3696
- multiplicity = 1

Geometry as XYZ:
```
31
C8H7F5N2OS2SbSe4Tc (ωB97M-V/def2-TZVPD)
Tc 0.178 -0.897 -1.033
F 0.067 4.944 2.596
C -0.211 4.058 1.709
C 0.670 2.980 1.523
F 1.747 2.885 2.256
C 0.363 2.058 0.584
F 1.177 1.028 0.408
C -0.803 2.136 -0.199
S -1.174 0.999 -1.425
C -1.670 3.233 0.025
F -2.760 3.353 -0.669
C -1.376 4.179 0.966
F -2.179 5.191 1.183
Se 0.380 -5.697 -0.899
Sb 1.580 -3.982 -1.936
Se -0.784 -2.377 -2.417
Se 1.522 -2.327 0.213
Se 3.136 -3.216 -3.466
N -1.663 -3.519 1.284
C -1.181 -2.396 1.762
N -0.627 -2.333 2.955
S -1.373 -0.923 0.815
H -1.682 -4.370 1.818
H -2.162 -3.507 0.410
H -0.588 -3.121 3.580
H -0.289 -1.452 3.295
C 1.968 0.671 -3.119
O 1.474 -0.277 -2.120
H 1.911 0.185 -4.084
H 2.993 0.922 -2.887
H 1.353 1.569 -3.128
```

=====

E of number 5 (C8H6NO5)?
-739.3098 Ha